# 1
DFT (ωB97M-V with the def2-TZVPD basis set) results for a gas-phase ion, C5H11N4 (charge +1).

As for the SMILES: Cn1c(N)c[nH+]c1CN. The value obtained for the relative energy (zero: lowest compared OMol25 entry of this formula, charge and spin) is 0.829 eV. Its net charge is +1.

Cartesian coordinates (Å):
C 0.575 1.524 -0.060
N -0.064 0.370 0.420
C -0.925 0.388 1.543
N -1.401 1.502 2.192
C -1.258 -0.919 1.772
N -0.551 -1.774 0.846
C 0.172 -0.883 0.072
C 0.950 -1.252 -1.121
N 0.361 -0.597 -2.255
H 1.283 1.800 0.629
H 1.094 1.338 -1.046
H -0.204 2.276 -0.296
H -2.208 1.378 2.798
H -1.288 2.426 1.805
H -1.952 -1.525 2.311
H -0.989 -2.651 0.643
H 1.827 -0.751 -0.992
H 1.251 -2.271 -1.158
H 0.996 -0.718 -3.090
H -0.564 -0.977 -2.468

# 2
DFT (ωB97M-V with the def2-TZVPD basis set) results for a gas-phase ion, C5H11N4O (charge +1).

As for the SMILES: CN1C=[NH+][C@@H](N)OC(N)=C1. The value obtained for the relative energy (zero: lowest compared OMol25 entry of this formula, charge and spin) is 2.179 eV. Its net charge is +1.

Cartesian coordinates (Å):
C -0.691 1.810 1.969
N -0.457 0.809 0.949
C -1.503 0.674 0.123
N -1.531 -0.180 -0.878
C -0.519 -1.196 -0.986
N -0.804 -2.040 -2.029
O 0.777 -0.495 -1.250
C 1.502 -0.176 -0.177
N 2.848 -0.352 -0.234
C 0.827 0.239 0.892
H -1.633 2.290 1.663
H -0.835 1.212 2.868
H 0.284 2.350 2.040
H -2.429 1.228 0.379
H -2.082 -0.018 -1.631
H -0.437 -1.577 0.021
H -0.607 -1.736 -2.999
H -0.636 -3.069 -1.851
H 3.483 0.289 0.351
H 3.241 -0.400 -1.142
H 1.201 0.337 1.921

# 3
DFT (ωB97M-V with the def2-TZVPD basis set) results for 2 unconnected molecules or ions with the total composition C5H11N4O.

The value obtained for the relative energy (zero: lowest compared OMol25 entry of this formula, charge and spin) is 6.218 eV. Its net charge is +1.

Cartesian coordinates (Å):
C 1.473 1.095 -1.406
C 0.451 -1.259 -0.684
C 1.509 -0.405 -1.320
C -1.694 2.059 0.495
C -0.213 -1.294 1.742
N 2.085 0.348 -0.249
N 1.292 0.199 0.782
N -1.368 0.899 0.164
N 0.498 -0.757 0.624
O 2.200 1.809 -2.198
H 0.450 1.520 -1.094
H -0.591 -0.953 -1.064
H 0.535 -2.281 -0.737
H 2.265 -1.057 -1.858
H -1.014 2.984 0.602
H 3.128 1.551 -2.387
H -2.727 2.352 0.801
H -0.045 -0.742 2.689
H -1.319 -1.266 1.540
H -0.035 -2.363 1.654
H -2.103 0.181 0.240

# 4
DFT (ωB97M-V with the def2-TZVPD basis set) results for 2 unconnected molecules or ions with the total composition C5H11N4O.

The value obtained for the relative energy (zero: lowest compared OMol25 entry of this formula, charge and spin) is 2.268 eV. Its net charge is +1.

Cartesian coordinates (Å):
C 3.051 0.451 -0.142
C -2.134 0.830 -0.031
C 4.303 0.464 -0.451
C -0.433 -0.923 0.106
C -0.491 -1.217 1.511
N -2.352 0.799 1.250
N -1.235 -0.098 -0.597
N -2.691 1.749 -0.928
N 0.382 -1.617 -0.570
O 1.952 0.586 0.199
H 5.003 1.163 -0.025
H 4.601 -0.015 -1.363
H 0.418 -0.745 1.894
H -0.461 -2.292 1.662
H -1.492 -0.817 1.945
H -3.063 1.498 1.527
H -1.137 0.028 -1.585
H -3.609 2.204 -0.750
H -2.270 1.531 -1.842
H 0.467 -1.405 -1.595
H 1.189 -2.172 -0.217

# 5
DFT (ωB97M-V with the def2-TZVPD basis set) results for a gas-phase ion, C5H11NO (charge -1).

Its expectation value of S² is 0.750. The value obtained for the relative energy (zero: lowest compared OMol25 entry of this formula, charge and spin) is 0.639 eV. Its net charge is -1. The spin multiplicity is 2.

Cartesian coordinates (Å):
C 1.507 1.229 -1.449
N 0.192 1.366 -0.885
C -0.509 0.366 -0.234
C 0.298 -0.667 0.575
C 0.128 -0.353 2.041
C -0.203 -2.080 0.157
O -1.722 0.298 -0.267
H 2.252 0.870 -0.744
H 1.813 2.211 -1.833
H 1.701 0.519 -2.285
H -0.405 2.066 -1.293
H 1.356 -0.724 0.367
H -0.699 -0.812 2.586
H 0.903 -0.918 2.614
H 0.383 0.696 2.219
H 0.348 -2.718 0.866
H 0.327 -2.371 -0.755
H -1.267 -2.275 0.149

# 6
DFT (ωB97M-V with the def2-TZVPD basis set) results for a single C5H11NO molecule.

The value obtained for the relative energy (zero: lowest compared OMol25 entry of this formula, charge and spin) is 3.193 eV. Its net charge is 0.

Cartesian coordinates (Å):
C -1.960 -0.930 -0.325
C -1.546 0.341 0.401
N -0.075 0.436 0.566
C 0.391 0.330 1.810
C 0.615 0.595 -0.567
C 2.083 0.383 -0.667
O 2.407 -0.411 -1.802
H -3.050 -0.971 -0.410
H -1.622 -1.814 0.225
H -1.535 -0.968 -1.332
H -1.863 1.231 -0.150
H -1.990 0.392 1.396
H 1.437 0.508 2.008
H -0.287 0.021 2.592
H 0.046 0.825 -1.459
H 2.655 1.310 -0.805
H 2.453 -0.085 0.262
H 1.843 -1.193 -1.745

# 7
DFT (ωB97M-V with the def2-TZVPD basis set) results for a single C5H11NO molecule.

As for the SMILES: CNC(=O)C(C)C. The value obtained for the relative energy (zero: lowest compared OMol25 entry of this formula, charge and spin) is 0.079 eV. Its net charge is 0.

Cartesian coordinates (Å):
C 2.844 0.174 -0.152
N 1.461 0.109 -0.568
C 0.437 0.248 0.319
O 0.626 0.430 1.512
C -0.963 0.083 -0.263
C -1.369 -1.386 -0.100
C -1.943 1.010 0.452
H 3.284 1.160 -0.341
H 3.434 -0.592 -0.663
H 2.868 -0.007 0.923
H 1.242 -0.009 -1.543
H -0.939 0.326 -1.335
H -1.349 -1.657 0.960
H -0.686 -2.055 -0.634
H -2.381 -1.556 -0.483
H -2.969 0.804 0.131
H -1.871 0.856 1.532
H -1.723 2.063 0.253

# 8
DFT (ωB97M-V with the def2-TZVPD basis set) results for a single C5H11NO molecule.

As for the SMILES: CC(C)CC(N)=O. The value obtained for the relative energy (zero: lowest compared OMol25 entry of this formula, charge and spin) is 0.048 eV. Its net charge is 0.

Cartesian coordinates (Å):
C -0.333 -0.787 -1.436
C 0.520 -0.139 -0.354
C 1.728 0.553 -0.987
C -0.269 0.867 0.519
C -0.670 0.293 1.850
N -1.647 -0.646 1.756
O -0.172 0.585 2.917
H -0.685 -0.033 -2.141
H 0.282 -1.458 -2.034
H -1.199 -1.354 -1.097
H 0.898 -0.929 0.278
H 2.439 0.819 -0.215
H 1.445 1.484 -1.471
H 2.279 -0.098 -1.674
H 0.323 1.772 0.689
H -1.144 1.221 -0.031
H -1.878 -1.169 2.582
H -1.920 -0.980 0.847

# 9
DFT (ωB97M-V with the def2-TZVPD basis set) results for a molecular structure, C5H11NO.

The value obtained for the relative energy (zero: lowest compared OMol25 entry of this formula, charge and spin) is 6.048 eV. Its net charge is 0.

Cartesian coordinates (Å):
C 2.962 0.073 -0.377
C 2.610 0.787 0.593
C 0.586 -1.175 -0.034
C -0.906 -0.614 -0.078
C -2.447 1.249 0.027
H 3.369 0.610 -1.201
H 2.813 -1.015 -0.635
H 3.116 1.875 0.655
H 2.152 0.361 1.511
H 1.298 -0.376 -0.095
H 0.767 -1.598 -1.149
H 0.633 -1.782 0.872
H -0.403 1.228 -0.692
H -2.840 0.412 0.942
H -1.969 2.348 0.374
H -3.461 1.299 -0.877
N -1.058 0.616 -0.413
O -1.863 -1.199 0.299

# 10
DFT (ωB97M-V with the def2-TZVPD basis set) results for a single C5H11NO molecule.

As for the SMILES: CNC(=O)C(C)C. The value obtained for the relative energy (zero: lowest compared OMol25 entry of this formula, charge and spin) is 2.195 eV. Its net charge is 0.

Cartesian coordinates (Å):
C 2.805 0.318 0.162
N 1.461 0.185 -0.945
C 0.460 0.057 -0.076
O 0.795 0.039 1.106
C -1.015 -0.071 -0.409
C -1.479 -1.459 0.050
C -1.762 1.030 0.352
H 2.860 1.382 0.396
H 3.571 -0.046 -0.486
H 2.904 -0.210 1.149
H 1.233 0.242 -1.965
H -1.208 0.036 -1.484
H -1.274 -1.584 1.119
H -0.956 -2.255 -0.491
H -2.555 -1.576 -0.117
H -2.842 0.939 0.195
H -1.552 0.945 1.423
H -1.448 2.028 0.024

Let's list max |F| in order: 0.104; 0.086; 0.092; 0.110; 0.048; 0.008; 0.005; 0.015; 0.142; 0.036 Eh/bohr.
Let's list total energy in order: -415.89276; -491.10688; -490.95845; -491.10363; -327.05145; -327.01399; -327.12845; -327.12957; -326.90908; -327.05068 hartree.